45
Properties=species:S:1:pos:R:3 method="wB97M-V/def2-TZVPD" smiles="CCN(CC)C(=O)c1ccc(S(=O)(=O)NCc2cccnc2)cc1" de_lowest_kj_mol=224.3 fmax_ev_per_a=0.933 orbital_gap_ev=9.851 molar_mass_da=347.440 lumo_ha=0.0149
C -1.12 2.74 -3.72
H -2.02 3.28 -4.00
H -0.39 2.84 -4.51
H -1.37 1.69 -3.60
C -0.54 3.29 -2.41
N -1.51 3.27 -1.34
C -1.71 2.20 -0.53
O -2.57 2.17 0.32
C -0.80 1.02 -0.75
C -1.27 -0.09 -1.44
C -0.46 -1.20 -1.60
C 0.81 -1.19 -1.05
C 1.28 -0.10 -0.34
C 0.47 1.01 -0.18
H 0.82 1.86 0.38
H 2.28 -0.15 0.08
S 1.88 -2.61 -1.24
O 3.16 -2.19 -1.74
O 1.17 -3.64 -1.94
N 2.10 -3.01 0.37
H 3.01 -3.42 0.52
C 1.01 -3.75 0.97
C 1.09 -3.66 2.47
C 1.23 -4.78 3.27
C 1.33 -4.63 4.64
C 1.29 -3.34 5.16
N 1.16 -2.26 4.41
C 1.06 -2.42 3.10
H 0.95 -1.51 2.52
H 1.37 -3.16 6.22
H 1.44 -5.48 5.29
H 1.26 -5.77 2.82
H 0.99 -4.80 0.64
H 0.09 -3.26 0.61
H -0.78 -2.07 -2.14
H -2.27 -0.08 -1.85
C -2.36 4.43 -1.18
C -1.69 5.51 -0.33
H -1.48 5.12 0.66
H -0.77 5.84 -0.79
H -2.36 6.36 -0.23
H -3.28 4.09 -0.68
H -2.62 4.82 -2.16
H 0.34 2.71 -2.13
H -0.23 4.33 -2.56


78
Properties=species:S:1:pos:R:3 method="wB97M-V/def2-TZVPD" de_lowest_kj_mol=0.0 fmax_ev_per_a=3.637 orbital_gap_ev=4.846 molar_mass_da=605.713 lumo_ha=-0.0910
C -2.39 3.79 3.23
N -2.05 2.39 3.27
C -2.98 1.44 3.58
O -4.16 1.67 3.85
C -2.28 0.09 3.55
C -2.83 -0.85 2.48
C -4.30 -1.14 2.62
C -5.19 -0.76 1.61
C -6.56 -0.95 1.79
C -7.05 -1.54 2.96
C -6.15 -1.96 3.95
C -4.77 -1.77 3.78
N -0.89 0.45 3.29
C 0.05 -0.50 3.11
C 1.39 -0.25 2.85
C 2.35 -1.22 2.58
C 3.75 -0.97 2.76
C 4.69 -2.03 2.94
C 6.04 -1.81 3.04
C 6.53 -0.48 3.07
N 7.92 -0.22 3.03
O 8.30 0.97 3.00
O 8.72 -1.18 3.02
C 5.63 0.60 3.01
C 4.28 0.37 2.84
C -0.68 1.90 3.13
C -0.14 2.27 1.74
C 0.20 2.50 4.23
H -3.48 3.88 3.15
H -2.05 4.32 4.13
H -1.92 4.26 2.35
H -2.37 -0.39 4.54
H -2.63 -0.40 1.49
H -2.26 -1.80 2.53
H -4.79 -0.29 0.71
H -7.25 -0.62 1.02
H -8.12 -1.67 3.11
H -6.51 -2.44 4.86
H -4.06 -2.09 4.54
H -0.29 -1.54 3.19
H 1.71 0.79 2.89
H 2.02 -2.24 2.37
H 4.32 -3.05 3.00
H 6.75 -2.63 3.09
H 6.02 1.61 3.08
H 3.61 1.23 2.77
H -0.83 1.88 0.97
H -0.08 3.36 1.66
H 0.85 1.85 1.56
H -0.29 2.36 5.21
H 1.19 2.02 4.27
H 0.34 3.57 4.05
C -2.18 -2.33 -1.58
C -1.56 -2.96 -0.36
O -0.11 -2.90 -0.51
C 0.55 -3.25 0.63
C 1.97 -3.33 0.37
S 2.92 -4.67 0.90
C 3.33 -5.80 -0.44
C 2.69 -7.04 -0.56
C 3.17 -7.99 -1.47
C 4.27 -7.71 -2.28
C 4.89 -6.45 -2.18
C 4.43 -5.51 -1.26
O 4.25 -4.20 1.21
O 2.18 -5.47 1.85
O -0.04 -3.40 1.70
H -3.26 -2.25 -1.44
H -1.77 -1.33 -1.75
H -1.99 -2.94 -2.47
H -1.86 -2.42 0.55
H -1.86 -4.02 -0.25
H 2.33 -2.89 -0.54
H 1.84 -7.28 0.08
H 2.68 -8.97 -1.54
H 4.65 -8.45 -2.98
H 5.75 -6.21 -2.81
H 4.94 -4.56 -1.16


24
Properties=species:S:1:pos:R:3 method="wB97M-V/def2-TZVPD" charge=+1 de_lowest_kj_mol=8.1 fmax_ev_per_a=0.812 orbital_gap_ev=11.716 molar_mass_da=126.176 lumo_ha=-0.0967
C 1.29 1.38 -0.43
C 0.44 0.17 -0.71
C -0.74 0.29 -1.69
C -1.05 -1.03 -2.35
O -1.48 -1.90 -1.29
N -0.11 -0.36 0.59
H 1.27 1.66 0.62
H 1.03 2.24 -1.05
H 2.33 1.23 -0.69
H 1.07 -0.63 -1.09
H -1.60 0.68 -1.17
H -0.52 1.01 -2.47
H -1.85 -0.87 -3.08
H -0.17 -1.47 -2.83
H -1.70 -2.78 -1.64
H -0.40 0.36 1.27
H -0.92 -0.97 0.44
H 0.60 -0.96 1.02
H 0.46 -2.04 3.52
H 1.92 -2.00 3.22
O 1.07 -1.87 2.78
H -0.48 2.46 3.11
H -0.11 3.12 1.73
O -0.35 2.30 2.17


110
Properties=species:S:1:pos:R:3 method="wB97M-V/def2-TZVPD" charge=+1 spin_multiplicity=3 de_lowest_kj_mol=0.0 fmax_ev_per_a=0.788 orbital_gap_ev="6.147 / 6.254" molar_mass_da=948.363 lumo_ha="-0.0997 / -0.1371"
Au -0.95 0.88 -1.17
C -3.85 1.39 1.01
C -3.17 1.37 2.39
C -2.86 -0.06 2.84
C -1.97 2.31 2.43
C -2.14 3.46 3.18
C -1.14 4.42 3.28
C 0.03 4.24 2.58
C 0.24 3.10 1.80
C 1.51 3.04 0.96
C 2.78 3.18 1.81
C 1.44 4.09 -0.15
C -0.75 2.11 1.75
N -0.53 0.96 0.92
C 0.35 0.02 1.26
C 0.88 -0.90 0.29
N 0.57 -0.84 -0.99
C 1.39 -1.48 -1.97
C 2.68 -0.96 -2.22
C 3.49 -1.58 -3.17
C 3.05 -2.68 -3.88
C 1.78 -3.17 -3.64
C 0.94 -2.60 -2.69
C -0.38 -3.34 -2.45
C -1.63 -2.49 -2.70
C -0.40 -4.02 -1.08
C 3.25 0.27 -1.52
C 4.55 -0.04 -0.77
C 3.47 1.41 -2.53
C 1.77 -1.85 1.01
C 2.52 -2.94 0.65
C 3.26 -3.61 1.66
C 3.27 -3.20 2.97
C 2.50 -2.07 3.36
C 2.41 -1.51 4.67
C 1.63 -0.40 4.88
C 0.89 0.23 3.84
C 0.95 -0.30 2.58
C 1.77 -1.44 2.37
H -4.84 0.92 1.07
H -3.23 0.86 0.27
H -3.99 2.41 0.66
H -3.88 1.78 3.10
H -2.28 -0.57 2.07
H -3.79 -0.61 3.02
H -2.29 -0.06 3.78
H -3.08 3.61 3.71
H -1.30 5.32 3.87
H 0.80 5.00 2.62
H 1.55 2.07 0.48
H 2.84 4.17 2.26
H 3.66 3.05 1.18
H 2.81 2.44 2.60
H 1.36 5.10 0.27
H 0.58 3.93 -0.80
H 2.34 4.06 -0.77
H 4.48 -1.18 -3.36
H 3.69 -3.15 -4.61
H 1.44 -4.04 -4.18
H -0.40 -4.14 -3.19
H -1.69 -1.66 -1.99
H -2.52 -3.11 -2.58
H -1.61 -2.08 -3.71
H -0.21 -3.27 -0.31
H 0.37 -4.79 -1.01
H -1.38 -4.48 -0.89
H 2.52 0.62 -0.80
H 5.36 -0.29 -1.47
H 4.42 -0.88 -0.09
H 4.87 0.83 -0.20
H 4.16 1.10 -3.32
H 3.91 2.28 -2.03
H 2.53 1.71 -2.99
H 2.57 -3.29 -0.38
H 3.86 -4.47 1.37
H 3.87 -3.73 3.70
H 2.97 -1.95 5.49
H 1.59 0.03 5.87
H 0.31 1.12 4.06
N -1.02 -3.00 1.92
C -2.34 -3.71 1.88
P -3.27 -3.01 0.43
O -3.72 -4.01 -0.57
O -2.43 -1.81 0.07
C -4.85 -2.27 1.01
N -5.31 -1.59 -0.26
H -0.23 -3.59 1.67
H -0.81 -2.56 2.82
H -1.11 -2.24 1.21
H -2.87 -3.55 2.81
H -2.18 -4.78 1.74
H -4.73 -1.52 1.78
H -5.59 -3.01 1.29
H -4.64 -0.85 -0.49
H -6.25 -1.20 -0.20
H -5.27 -2.29 -1.01
Cl -2.99 3.41 -2.05
C -1.57 3.56 -3.06
C -1.12 4.84 -3.36
C 0.02 4.99 -4.13
C 0.70 3.87 -4.59
C 0.23 2.60 -4.29
C -0.92 2.41 -3.52
C -1.39 1.03 -3.18
H -1.66 5.70 -2.99
H 0.38 5.99 -4.37
H 1.60 3.98 -5.19
H 0.75 1.73 -4.66
H -0.91 0.27 -3.79
H -2.48 0.94 -3.25


40
Properties=species:S:1:pos:R:3 method="wB97M-V/def2-TZVPD" de_lowest_kj_mol=1216.7 fmax_ev_per_a=6.103 orbital_gap_ev=9.080 molar_mass_da=245.323 lumo_ha=0.0143
C 2.38 -0.94 0.34
C 1.16 -0.01 0.60
C 3.62 -0.12 -0.07
C 4.00 0.84 1.06
C 4.65 -1.29 -0.43
C -0.50 1.28 -0.59
C 0.01 2.73 -0.16
C -1.72 0.88 0.05
C -2.14 -0.82 -0.09
C -3.80 -0.94 0.18
C -5.14 -0.22 -0.48
H 2.69 -3.23 -0.37
H 1.12 -2.29 -0.37
H 2.80 -1.50 1.19
H 3.57 0.44 -1.14
H 4.31 0.45 2.02
H 4.82 1.23 0.55
H 3.20 1.66 1.50
H 4.27 -2.05 -1.14
H 5.44 -0.65 -0.99
H 5.09 -1.52 0.54
H 0.68 -0.37 -1.41
H -0.90 1.76 -1.54
H -2.64 1.52 -0.49
H -1.70 1.13 1.14
H -2.03 -0.91 -1.29
H -1.38 -1.70 0.25
H -3.71 -2.15 0.00
H -3.92 -0.48 1.37
H -5.33 -0.55 -1.77
H -5.04 1.09 -0.52
H -6.65 -1.81 0.57
H -6.31 0.16 1.74
H 1.39 3.98 -0.75
N 2.19 -2.06 -0.71
N 0.57 0.34 -0.58
N -6.27 -0.65 0.54
O 0.82 0.26 1.71
O -0.82 3.55 0.21
O 1.24 2.96 -0.64


20
Properties=species:S:1:pos:R:3 method="wB97M-V/def2-TZVPD" smiles=CNCCNCN de_lowest_kj_mol=97.0 fmax_ev_per_a=0.658 orbital_gap_ev=9.970 molar_mass_da=103.169 lumo_ha=0.0419
C 0.17 0.19 0.59
N 0.59 0.82 -0.67
C 1.23 2.12 -0.48
N 1.19 2.89 -1.69
C -0.12 -1.28 0.37
N -1.30 -1.73 1.11
C -1.72 -3.06 0.70
H -0.74 0.70 0.94
H 0.93 0.32 1.36
H 1.22 0.18 -1.14
H 0.72 2.62 0.36
H 2.26 1.99 -0.15
H 0.28 3.28 -1.85
H 1.95 3.53 -1.83
H -0.30 -1.42 -0.70
H 0.72 -1.90 0.65
H -2.08 -1.12 0.90
H -0.91 -3.79 0.76
H -2.53 -3.40 1.35
H -2.09 -3.08 -0.34


9
Properties=species:S:1:pos:R:3 method="wB97M-V/def2-TZVPD" smiles="C=C1SS1.O" de_lowest_kj_mol=172.2 fmax_ev_per_a=6.144 orbital_gap_ev=8.295 molar_mass_da=108.187 lumo_ha=-0.0028
C -0.55 0.89 -0.25
C -0.79 0.27 -1.38
O 1.19 -1.25 0.94
S -0.84 1.01 1.50
S 0.12 2.41 0.28
H -0.46 0.72 -2.30
H -1.06 -0.80 -1.47
H 1.56 -1.08 1.72
H 0.83 -2.16 0.96